<w>
Below is a 2-piece molecular cluster, C3H2N2O overall, with properties calculated with ωB97M-V/def2-TZVPD.

Geometry as ORCA input:
```
! wB97M-V def2-TZVPD RIJCOSX def2/J DEFGRID3
* xyz 0 1
C 1.6698 0.1363 -0.0090
C -0.8196 0.7921 -0.0176
C 1.0892 -1.1209 0.0548
N 2.1797 1.1390 -0.0108
N 0.5800 -2.1220 0.2844
O -1.8732 0.0873 -0.0869
H -0.9673 1.7183 0.5568
H -1.8585 -0.6301 -0.7716
*
```

Computed properties:
Highest occupied orbital energy = -8.79 eV
HOMO-LUMO gap = 8.73 eV

Mulliken charges, unit e, in atom order: 0.29, -0.20, 0.38, -0.32, -0.36, -0.36, 0.17, 0.41

<x>
Below is C3H2N2O as an isolated structure, with properties calculated with ωB97M-V/def2-TZVPD.

Geometry as ORCA input:
```
! wB97M-V def2-TZVPD RIJCOSX def2/J DEFGRID3
* xyz 0 1
C 0.6385 -0.6195 -1.6283
C 0.2337 0.3260 -0.8502
C -0.1156 -0.8232 0.1845
N -0.2471 0.2978 1.1576
N 0.0577 1.1522 0.2634
O 0.1206 2.4351 0.2815
H -1.1736 -1.2153 0.0559
H 0.4859 -1.5532 0.5355
*
```

Computed properties:
Highest occupied orbital energy (spin up / spin down) = -10.75 / -10.75 eV
HOMO-LUMO gap (spin up / spin down) = 9.86 / 9.86 eV

Mulliken charges, unit e, in atom order: -0.55, 0.45, -0.24, -0.54, 0.90, -0.59, 0.23, 0.34

Last place for stability: <x>

<w>
Below is one molecule with the formula C3H2N2O, with properties calculated with ωB97M-V/def2-TZVPD.

Geometry as ORCA input:
```
! wB97M-V def2-TZVPD RIJCOSX def2/J DEFGRID3
* xyz 0 1
N 1.4883 -0.9065 2.1298
C 0.9556 -0.7270 1.1539
N 0.4096 -0.6545 -0.0385
C 0.0957 0.5784 -0.6863
C -1.0653 -0.1726 -0.4157
O -2.2088 -0.4471 -0.3247
H 0.2666 0.7595 -1.6708
H 0.0583 1.5697 -0.1476
*
```

Computed properties:
Highest occupied orbital energy = -10.13 eV
HOMO-LUMO gap = 10.34 eV
SMILES string = N#CN1CC1=O

Mulliken charges, unit e, in atom order: -0.37, 0.38, -0.33, -0.35, 0.51, -0.37, 0.28, 0.25

<x>
Below is one molecule with the formula C3H2N2O, with properties calculated with ωB97M-V/def2-TZVPD.

Geometry as ORCA input:
```
! wB97M-V def2-TZVPD RIJCOSX def2/J DEFGRID3
* xyz 0 1
O -1.3551 -0.2546 0.8052
C -0.1927 0.2183 0.2792
C -0.2480 1.4637 -0.3992
N -0.2531 2.4954 -0.9318
C 0.8273 -0.7020 -0.1202
N 1.7831 -1.4457 -0.1367
H -1.1665 -0.6548 1.6644
H 0.6050 -1.1204 -1.1609
*
```

Computed properties:
Highest occupied orbital energy (spin up / spin down) = -9.25 / -9.22 eV
HOMO-LUMO gap (spin up / spin down) = 7.73 / 8.58 eV

Mulliken charges, unit e, in atom order: -0.43, 0.07, 0.26, -0.35, 0.20, -0.42, 0.36, 0.30

Last place for stability: <x>

<w>
Below is C3H2N2O as an isolated structure, with properties calculated with ωB97M-V/def2-TZVPD.

Geometry as ORCA input:
```
! wB97M-V def2-TZVPD RIJCOSX def2/J DEFGRID3
* xyz 0 1
C -1.1280 0.6760 -1.5282
C 0.3369 -0.1205 1.5584
C 0.4417 -0.4168 -0.9355
N -1.9420 1.3613 -1.9576
N 0.1761 -0.3678 0.3232
O 1.0800 -1.0497 -1.6863
H -0.1850 -0.5483 2.3909
H 1.2203 0.4659 1.8351
*
```

Computed properties:
Highest occupied orbital energy = -11.22 eV
HOMO-LUMO gap = 9.99 eV

Mulliken charges, unit e, in atom order: 0.00, -0.17, 0.49, -0.35, -0.11, -0.37, 0.27, 0.24

<x>
Below is one molecule with the formula C3H2N2O, with properties calculated with ωB97M-V/def2-TZVPD.

Geometry as ORCA input:
```
! wB97M-V def2-TZVPD RIJCOSX def2/J DEFGRID3
* xyz 0 1
O -2.9477 -0.6814 0.0591
N -1.8061 -0.3432 -0.2149
C -0.8351 0.4483 -0.1072
C 0.2538 0.6939 0.7786
C 1.2798 -0.0391 0.0274
N 0.4679 1.0139 -0.6155
H 2.3963 0.0950 0.2486
H 1.1911 -1.1874 -0.1760
*
```

Computed properties:
Highest occupied orbital energy (spin up / spin down) = -9.32 / -9.32 eV
HOMO-LUMO gap (spin up / spin down) = 8.45 / 8.03 eV
SMILES string = O=NC1=C2CN21

Mulliken charges, unit e, in atom order: -0.46, 0.23, 0.64, -0.32, -0.19, -0.32, 0.23, 0.18

Last place for stability: <x>

<w>
Below is one molecule with the formula C5H10S, with properties calculated with ωB97M-V/def2-TZVPD.

Geometry as ORCA input:
```
! wB97M-V def2-TZVPD RIJCOSX def2/J DEFGRID3
* xyz 0 1
C -2.0014 0.1357 0.2792
C -0.7468 -0.6220 0.4918
S -0.2418 -1.8116 -0.7296
C 0.6038 -0.3183 -0.1724
C 1.9547 -0.5153 0.5688
C 0.4097 0.9245 -1.0846
H -2.1367 0.9795 0.9497
H -2.2090 0.4680 -0.7765
H -2.8325 -0.5382 0.4746
H -0.6659 -1.1096 1.5161
H 2.7975 -0.5697 -0.0402
H 1.9330 0.4887 1.0790
H 1.8229 -1.2846 1.2868
H 0.6428 1.8152 -0.4179
H -0.5236 0.9174 -1.4753
H 1.1934 1.0404 -1.9494
*
```

Computed properties:
Highest occupied orbital energy = -8.53 eV
HOMO-LUMO gap = 9.49 eV
SMILES string = C[C@H]1SC1(C)C

Mulliken charges, unit e, in atom order: -1.35, -0.25, -0.19, 0.90, -1.17, -1.24, 0.31, 0.36, 0.38, 0.35, 0.33, 0.28, 0.36, 0.27, 0.38, 0.29

<x>
Below is one molecule with the formula C5H10S, with properties calculated with ωB97M-V/def2-TZVPD.

Geometry as ORCA input:
```
! wB97M-V def2-TZVPD RIJCOSX def2/J DEFGRID3
* xyz 0 1
C -1.1547 -1.7076 -0.0414
C -1.0633 -0.2193 -0.3750
C -0.0675 0.5088 0.0277
C -0.1719 2.0233 -0.2561
C 1.2621 0.1290 0.7558
S 2.6234 -0.3681 -0.3852
H -1.0930 -1.9232 0.9869
H -2.1809 -2.0885 -0.3065
H -0.3950 -2.2287 -0.7442
H -1.9158 0.1491 -1.0014
H -1.2416 2.2442 -0.5303
H -0.0097 2.6303 0.5991
H 0.5251 2.3358 -1.0357
H 1.5069 0.9316 1.4149
H 1.1130 -0.7237 1.4443
H 2.2630 -1.6929 -0.5526
*
```

Computed properties:
Highest occupied orbital energy = -9.04 eV
HOMO-LUMO gap = 9.90 eV
SMILES string = C/C=C(/C)CS

Mulliken charges, unit e, in atom order: -1.12, -0.16, 0.80, -1.33, -0.97, -0.18, 0.35, 0.34, 0.20, 0.25, 0.32, 0.38, 0.29, 0.39, 0.34, 0.12

<y>
Below is C5H10S as an isolated structure, with properties calculated with ωB97M-V/def2-TZVPD.

Geometry as ORCA input:
```
! wB97M-V def2-TZVPD RIJCOSX def2/J DEFGRID3
* xyz 0 1
C -0.6578 -0.8426 -1.2750
C 0.5973 -0.2293 -0.7979
C 0.4450 0.6780 0.4365
C -0.1056 0.2891 1.5531
C -0.6445 1.5415 0.7777
H -0.9984 -1.8434 -0.7715
H -0.9100 -0.7723 -2.6900
H -1.1158 0.2437 -0.9067
H 0.8716 0.4123 -1.6985
H 1.4161 -2.4425 -0.0827
H 1.4543 0.8790 0.5585
H -0.7943 -0.6711 1.5237
H 0.4990 0.2928 2.4616
H -0.5160 2.4859 1.5148
H -1.5298 1.4173 0.2600
S 1.9892 -1.4385 -0.8637
*
```

Computed properties:
Highest occupied orbital energy = -9.04 eV
HOMO-LUMO gap = 9.92 eV

Mulliken charges, unit e, in atom order: -0.69, -0.16, -0.11, -0.36, -0.86, 0.24, 0.23, 0.07, 0.28, 0.11, 0.41, 0.18, 0.25, 0.21, 0.38, -0.21

Last place for stability: <y>